1.
Entry from OMol25: a molecular structure, C6H11NO (ωB97M-V with the def2-TZVPD basis set).

XYZ file:
```
19
Properties=species:S:1:pos:R:3:forces:R:3:nbo_charge:R:1
C 1.47729 0.66557 1.04251 1.4 2.6 4.0 -0.60
C 1.24215 0.02481 -0.23956 -2.9 0.7 -2.3 -0.19
C -0.26792 -0.20644 -0.24462 1.2 0.8 -0.4 -0.12
C -0.87773 -1.18471 0.31274 2.7 -5.6 0.7 0.12
C -2.53239 0.15667 -0.00099 -2.4 -1.3 -4.9 -0.08
C -1.32832 0.80915 -0.58960 2.4 2.2 1.5 -0.47
H 2.40809 1.70798 0.72700 -2.5 -3.4 1.9 0.21
H 0.35612 1.26092 1.62111 4.0 -2.0 -1.9 0.25
H 1.86469 -0.43837 1.83132 -1.0 4.0 -2.0 0.23
H 1.21419 0.74319 -1.06751 1.3 0.2 0.1 0.19
H 2.98025 -0.98603 -0.01942 1.9 0.6 0.9 0.35
H 2.52445 -1.12613 -1.85481 -1.6 0.0 5.2 0.31
H -0.28851 -2.17070 0.49879 -1.5 1.7 0.2 0.21
H -3.29601 0.03365 -0.94821 1.3 0.3 2.7 0.17
H -2.98734 0.26692 0.88180 -2.3 3.5 2.9 0.22
H -0.96483 1.87705 -0.34165 -1.1 -1.4 0.3 0.21
H -1.44550 0.82828 -1.61924 -0.2 0.2 -2.1 0.21
N 2.10852 -1.11395 -0.43065 -0.7 -1.0 -6.2 -0.75
O -2.18720 -1.14788 0.44099 0.0 -2.1 -0.5 -0.49
```
Positions in Å, forces in eV/Å.

The orbital gap is 8.29 eV. As for the energy: -364.9047 Eh. The calculation puts the HOMO energy at -7.99 eV.

2.
Entry from OMol25: C6H11NO in the gas phase (ωB97M-V with the def2-TZVPD basis set).

XYZ file:
```
19
Properties=species:S:1:pos:R:3:forces:R:3:nbo_charge:R:1
C -2.53447 0.46010 0.43860 0.5 -0.1 0.5 -0.64
C -1.10100 0.20105 0.06192 -0.1 0.1 0.8 -0.16
C 0.09198 0.58284 0.60666 -1.4 -1.0 -2.4 0.22
N 0.48710 1.01857 1.79689 0.8 1.0 2.1 -0.80
C 0.90517 0.29617 -0.62494 -1.1 -1.3 -0.5 -0.24
C 2.25533 -0.37001 -0.47982 0.0 -0.3 -0.2 -0.64
C -0.51721 -0.57991 -1.05697 1.8 1.4 0.4 0.12
O -0.39503 -1.98087 -0.81312 0.2 0.4 -0.2 -0.72
H -3.21962 0.17150 -0.36221 0.1 0.0 0.2 0.22
H -2.79758 -0.06326 1.36386 -0.3 -0.2 -0.2 0.21
H -2.67261 1.52187 0.66942 -0.1 0.0 -0.2 0.21
H -0.08542 0.84970 2.61716 0.1 0.1 -0.5 0.39
H 1.47383 1.09801 2.01545 -0.4 0.0 -0.3 0.39
H 0.94892 1.12047 -1.34392 0.0 0.1 0.3 0.20
H 2.58016 -0.78400 -1.44005 0.1 0.0 0.1 0.21
H 3.02227 0.34875 -0.16766 -0.1 -0.1 0.0 0.21
H 2.23268 -1.18244 0.25205 0.0 0.0 -0.1 0.21
H -0.90857 -0.39348 -2.06394 0.1 -0.1 -0.1 0.14
H 0.23408 -2.31508 -1.46939 -0.2 0.0 0.2 0.46
```
Positions in Å, forces in eV/Å.

The orbital gap is 8.29 eV. As for the energy: -365.1503 Eh. The SMILES is CC1=C(N)[C@@H](C)[C@H]1O. The calculation puts the HOMO energy at -7.40 eV.

3.
Entry from OMol25: 2 unconnected molecules or ions with the total composition C6H11NO (ωB97M-V with the def2-TZVPD basis set).

XYZ file:
```
19
Properties=species:S:1:pos:R:3:forces:R:3:nbo_charge:R:1
C -0.75836 -2.03515 0.65549 -0.2 0.0 0.0 -0.72
C -0.76167 -1.17461 -0.58711 0.3 -0.5 0.1 0.69
N 0.30678 -1.38008 -1.40496 0.2 0.1 -0.4 -0.84
O -1.64023 -0.39746 -0.87049 -0.5 0.1 0.0 -0.61
H 0.24824 -2.18749 1.03301 0.1 0.0 0.1 0.21
H -1.19518 -3.00274 0.40986 0.0 -0.1 0.0 0.23
H -1.37326 -1.56432 1.41604 0.0 0.0 0.0 0.24
H 1.04093 -2.02501 -1.18066 0.0 0.0 0.0 0.39
H 0.36687 -0.84810 -2.26090 -0.1 -0.1 0.2 0.40
C -0.05707 2.29783 -1.29000 0.0 0.1 0.3 -0.35
C -0.08726 1.93753 -0.01229 0.1 0.2 -0.5 -0.21
C 0.87655 1.04040 0.58759 0.5 -0.1 0.3 -0.21
C 0.78654 0.59407 1.83866 0.1 0.1 -0.2 -0.39
H 0.71305 1.95413 -1.95485 0.3 -0.2 -0.2 0.18
H -0.79802 2.94644 -1.71693 -0.2 0.2 -0.1 0.20
H -0.87337 2.28668 0.63072 -0.3 0.1 0.2 0.20
H 1.71460 0.74057 -0.04044 -0.1 0.0 0.1 0.20
H -0.02932 0.88663 2.48210 -0.2 0.1 0.0 0.19
H 1.52019 -0.06928 2.26524 0.2 -0.1 0.0 0.20
```
Positions in Å, forces in eV/Å.

The orbital gap is 9.57 eV. As for the energy: -365.1844 Eh. The SMILES is CC(N)=O.C=CC=C. The calculation puts the HOMO energy at -8.68 eV.

4.
Entry from OMol25: 3 unconnected molecules or ions with the total composition C6H11NO (ωB97M-V with the def2-TZVPD basis set).

XYZ file:
```
19
Properties=species:S:1:pos:R:3:forces:R:3:nbo_charge:R:1
C -2.80376 0.66884 0.40700 1.7 -1.2 -1.7 -0.68
C 1.85746 -1.38651 0.69859 -0.2 0.0 0.3 -0.71
N -0.32952 0.68842 0.56523 6.7 -0.4 0.3 -0.13
C -0.90328 -0.07955 -0.28682 -7.2 0.9 0.4 0.29
C 1.51790 -0.11462 0.01564 -0.6 1.4 0.9 0.14
C -1.07574 -1.11954 -1.06082 0.7 0.1 -0.3 -0.50
C 2.28285 0.68345 -0.69959 -0.3 0.1 0.2 -0.50
O -0.26101 2.03634 0.18749 -0.3 -0.5 -0.1 -0.54
H 0.04779 2.47114 0.99437 0.0 -0.2 0.0 0.48
H -3.37672 -0.24853 0.47039 -0.2 0.1 -0.1 0.19
H -3.01034 1.30394 -0.44805 -0.4 0.0 0.1 0.20
H -2.74893 1.20211 1.34806 0.4 0.0 0.0 0.19
H 1.54200 -1.35894 1.74421 0.0 0.0 -0.1 0.23
H 1.37201 -2.24597 0.23179 0.0 0.1 0.0 0.23
H 2.94102 -1.56459 0.68100 -0.1 0.1 -0.1 0.22
H -0.23349 -1.59788 -1.54028 0.2 -0.2 0.0 0.21
H -2.07452 -1.42670 -1.33644 0.1 0.0 0.1 0.24
H 3.35627 0.50700 -0.79993 -0.2 -0.3 -0.2 0.21
H 1.89999 1.58156 -1.17188 -0.1 0.1 0.2 0.22
```
Positions in Å, forces in eV/Å.

The orbital gap (alpha / beta) is 7.77 / 7.76 eV. As for the energy: -364.9092 Eh. The calculation puts the HOMO energy (alpha / beta) at -7.14 / -7.13 eV.

5.
Entry from OMol25: 2 unconnected molecules or ions with the total composition C6H11NO (ωB97M-V with the def2-TZVPD basis set).

XYZ file:
```
19
Properties=species:S:1:pos:R:3:forces:R:3:nbo_charge:R:1
C 1.06635 1.69524 -0.06112 -0.1 0.0 -0.3 -0.65
C 0.24624 0.56342 0.47654 -1.6 0.0 -2.1 -0.04
C -0.61022 0.76795 1.66283 -0.5 0.1 0.5 0.09
C 0.81167 -0.79336 0.25452 -0.4 -0.3 -1.5 -0.53
N -1.23515 1.80407 2.03021 0.2 0.1 0.1 -0.56
H -1.07999 2.60575 1.41497 0.0 -0.1 -0.1 0.33
H -0.72772 -0.10985 2.30081 0.0 -0.1 0.0 0.17
H 1.33509 1.44445 -1.09484 0.1 0.1 0.1 0.26
H 1.98589 1.79498 0.52030 0.0 0.0 0.0 0.23
H 0.53129 2.64401 -0.04907 0.0 0.0 0.0 0.21
H 0.46025 -1.53697 0.96792 0.2 0.0 0.0 0.21
H 1.88425 -0.81023 0.07682 0.0 -0.1 0.2 0.23
C -0.99201 -2.01373 -1.13455 -0.8 1.1 -0.1 -0.66
C 0.03637 -0.87734 -1.15103 3.7 -2.9 0.3 0.44
O 0.66710 -0.58580 -2.18275 -1.1 0.4 0.8 -0.61
H -0.68523 0.28070 -0.62918 0.4 1.7 2.1 0.18
H -1.72245 -1.85455 -0.34245 -0.1 -0.2 0.0 0.22
H -0.47781 -2.95806 -0.96249 0.3 0.2 0.0 0.23
H -1.49394 -2.06069 -2.09743 -0.1 0.0 0.0 0.23
```
Positions in Å, forces in eV/Å.

The orbital gap is 8.67 eV. As for the energy: -365.0956 Eh. The calculation puts the HOMO energy at -9.04 eV.

6.
Entry from OMol25: C6H11NO in the gas phase (ωB97M-V with the def2-TZVPD basis set).

XYZ file:
```
19
Properties=species:S:1:pos:R:3:forces:R:3:nbo_charge:R:1
C 2.75809 -0.21931 -0.21199 -3.8 1.5 -2.6 -0.70
C 1.16251 -0.12370 0.16143 3.6 2.9 0.8 0.71
O 0.90948 0.19240 1.32820 -0.4 -1.6 -2.4 -0.58
N 0.35203 -0.08855 -1.02153 0.4 -1.7 2.8 -0.47
C -0.78853 0.74002 -0.82672 -3.5 5.4 -0.1 -0.09
C -1.31829 1.55906 0.37956 -0.5 2.4 0.8 -0.64
C -1.09234 -0.61159 -0.66678 -2.1 -4.3 -3.3 -0.04
C -1.72990 -1.48494 0.51614 -2.3 0.8 -6.1 -0.59
H 2.95915 -0.08273 -1.31112 -0.4 -1.1 1.1 0.22
H 3.33226 0.52088 0.23562 0.4 1.8 1.3 0.22
H 2.98586 -1.06668 0.28758 1.4 -3.3 0.7 0.22
H -1.11465 1.28413 -1.79756 0.7 -1.1 1.5 0.20
H -1.20919 1.08690 1.32250 0.7 -0.7 0.7 0.23
H -1.04808 2.65467 0.64697 0.2 -1.7 -1.2 0.22
H -2.43725 1.59866 0.36012 0.7 -0.1 -0.9 0.21
H -1.49864 -0.97873 -1.67670 0.8 -0.1 1.7 0.20
H -1.20339 -2.34146 0.69575 1.2 -2.8 -0.5 0.22
H -1.57339 -1.05154 1.36526 0.1 3.3 5.2 0.21
H -2.88193 -1.70080 0.28683 2.7 0.6 0.5 0.22
```
Positions in Å, forces in eV/Å.

The orbital gap is 10.55 eV. As for the energy: -365.0676 Eh. The SMILES is CC(=O)N1[C@H](C)[C@@H]1C. The calculation puts the HOMO energy at -9.61 eV.

7.
Entry from OMol25: a molecular structure, C6H11NO2 (ωB97M-V with the def2-TZVPD basis set).

XYZ file:
```
20
Properties=species:S:1:pos:R:3:forces:R:3:nbo_charge:R:1
C -0.33201 -0.57440 0.65731 0.4 0.5 -2.1 0.09
C 0.26834 -1.94241 0.41973 -0.1 0.0 0.0 -0.64
C -0.00406 0.61352 -1.62904 1.9 1.8 0.2 0.44
C 0.65672 0.56602 0.74946 -0.8 0.0 1.0 0.29
N -1.33079 -0.54942 1.60904 -0.1 0.0 0.1 -0.80
C -0.72151 1.59949 -2.20542 0.2 -0.2 0.4 -0.54
C 1.03777 1.02686 1.94827 0.1 0.1 -0.5 -0.51
O 0.98688 1.12231 -0.41563 -1.3 -0.9 -1.6 -0.54
O 0.63488 -0.33036 -2.38617 -0.1 -0.2 0.4 -0.71
H 1.48585 0.02642 -2.67199 -0.1 0.0 0.1 0.49
H -0.66627 -0.16526 -0.66060 -0.1 -0.8 1.9 0.13
H -1.72653 0.35116 1.83488 -0.1 -0.2 0.0 0.40
H -1.93884 -1.35100 1.68450 0.0 0.2 -0.1 0.39
H -0.51352 -2.66634 0.18125 0.0 0.0 0.0 0.21
H 0.95871 -1.90363 -0.41935 0.0 0.0 0.0 0.24
H 0.80050 -2.27096 1.31619 0.0 0.0 0.0 0.22
H -0.84149 1.63120 -3.27616 -0.3 -0.3 0.0 0.22
H -1.14223 2.39157 -1.61029 0.0 0.1 0.1 0.21
H 1.68445 1.88690 2.02428 0.1 0.0 0.0 0.21
H 0.70316 0.53832 2.84973 0.0 -0.1 0.0 0.21
```
Positions in Å, forces in eV/Å.

The orbital gap is 8.01 eV. As for the energy: -440.3097 Eh. The calculation puts the HOMO energy at -7.68 eV.

8.
Entry from OMol25: a molecular structure, C6H11NO2 (ωB97M-V with the def2-TZVPD basis set).

XYZ file:
```
20
Properties=species:S:1:pos:R:3:forces:R:3:nbo_charge:R:1
C 1.40268 -0.07593 -0.28742 -1.4 -2.1 -2.3 -0.15
C 0.68993 -1.44498 -0.18138 -3.8 -1.8 -3.4 -0.39
C -0.71219 -0.88685 -0.03718 3.2 1.7 -1.7 -0.10
C -2.55839 -0.18573 0.18576 -4.8 -0.1 2.8 0.20
C -0.68071 1.78045 -0.14128 0.0 -2.0 2.2 0.11
C 0.52410 1.13428 -0.06708 3.7 5.2 2.1 -0.33
H 2.76749 0.45704 1.28727 0.0 -2.5 -4.5 0.35
H 3.85534 0.17777 -0.46504 -5.3 -0.8 2.2 0.39
H 1.49224 -0.10969 -1.33375 0.2 0.5 -1.9 0.24
H 0.73673 -2.13205 0.59124 1.7 -1.1 1.8 0.21
H 0.59400 -2.09034 -1.19920 1.1 1.4 2.1 0.19
H -0.56913 0.03431 -0.78561 -1.5 -4.0 0.3 0.19
H -0.52380 -0.24848 0.82957 -1.1 -0.8 1.0 0.16
H -2.70145 -0.13417 1.40117 0.9 0.6 -2.9 0.17
H -3.71369 -0.42996 -0.18142 2.9 2.1 0.2 0.21
H -0.84662 2.77671 0.33425 0.4 -0.8 -1.0 0.22
H 1.45406 1.87565 0.30940 -2.8 -0.9 -1.1 0.22
N 2.69155 -0.17842 0.17945 7.1 3.5 4.8 -0.82
O -2.00302 -1.44798 -0.07303 2.2 2.1 -0.7 -0.49
O -1.89912 1.12836 -0.36571 -2.8 -0.2 -0.3 -0.59
```
Positions in Å, forces in eV/Å.

The orbital gap is 9.31 eV. As for the energy: -440.0544 Eh. The calculation puts the HOMO energy at -8.85 eV.

ΔE to the lowest compared entry with this formula, charge and spin for the records above, in order: 205.1, 50.9, 29.5, 202.2, 85.2, 102.8, 111.4, 271.6 kcal per mole
Largest force on an atom for the records above, in order: 6.34, 2.93, 0.55, 7.31, 4.69, 6.57, 2.62, 9.29 eV/A